Formula: C35H27Cl5N5O4Re
Source: the OMol25 dataset
Level of theory: ωB97M-V/def2-TZVPD

DFT total energy: -117090.343 eV
HOMO energy (spin up / spin down): -13.52 / -13.51 eV
total charge: +3
gap between HOMO and LUMO (spin up / spin down): 3.41 / 3.46 eV
maximum force: 1.1 eV/A
multiplicity: 4

XYZ file:
```
77
Properties=species:S:1:pos:R:3:forces:R:3:mulliken_spin:R:1
Re 1.6050 -1.2156 1.0414 -0.3222 0.5310 -0.4603 2.75
Cl 2.0362 -8.3312 2.9547 0.0000 0.0120 -0.0171 -0.01
C 1.9001 -6.6500 2.7557 -0.0098 -0.0429 0.1296 -0.02
C 1.9250 -6.1075 1.4626 -0.0114 0.0146 -0.0475 0.01
Cl 2.0786 -7.1031 0.0860 -0.0020 -0.0010 0.0024 0.00
C 1.8147 -4.7363 1.3221 -0.0274 0.0637 0.6090 -0.02
Cl 1.7765 -3.9719 -0.2284 0.1203 -0.0075 -0.2421 0.06
C 1.7002 -3.9093 2.4496 -0.2228 -0.6479 -0.5333 0.03
O 1.6477 -2.5844 2.2352 0.4217 0.0612 1.0312 0.00
C 1.6491 -4.4425 3.7381 0.0466 0.0740 -0.3422 -0.01
Cl 1.4702 -3.3989 5.0685 -0.0044 0.0902 0.0453 0.00
C 1.7552 -5.8253 3.8852 0.0197 -0.0911 -0.0745 0.01
Cl 1.7102 -6.5070 5.4415 0.0006 0.0041 -0.0047 0.00
C -10.6175 4.7556 -0.6784 -0.0330 -0.0478 0.0116 0.00
O -9.3354 5.3708 -0.8125 -0.1087 0.1407 -0.0357 0.00
C -8.2423 4.6409 -0.6421 0.2389 -0.0702 0.0188 0.00
C -7.0230 5.3267 -0.8010 -0.0970 -0.0440 0.0084 0.00
C -5.8348 4.6638 -0.6436 0.0044 -0.0203 0.0091 0.00
C -5.8143 3.2966 -0.3230 -0.0235 -0.0185 0.0064 0.00
C -7.0300 2.6232 -0.1727 0.0820 0.0137 -0.0079 0.00
C -8.2335 3.2772 -0.3268 -0.0580 0.0505 -0.0108 0.00
C -4.5857 2.5608 -0.1418 -0.0374 0.0134 -0.0065 0.00
N -4.4961 1.2494 0.0464 -0.0213 -0.1287 0.0194 0.00
C -3.1820 0.9860 0.1763 0.0026 0.2010 -0.0347 0.00
C -2.4167 2.1508 0.0661 0.0889 -0.1392 0.0436 0.01
N -3.3371 3.1412 -0.1359 -0.0701 0.0528 -0.0261 0.00
C -1.0060 2.1528 0.1693 -0.0639 -0.0894 0.0045 -0.01
C -0.1467 3.2669 0.0832 0.0706 0.0206 -0.0067 0.05
C 1.2100 3.0929 0.2084 -0.0265 0.0344 -0.0102 -0.02
C 1.7392 1.8195 0.4174 0.0610 -0.0279 0.0405 0.03
N 0.9550 0.7404 0.5045 0.0009 0.0545 -0.0510 -0.04
C -0.3974 0.8993 0.3927 -0.1324 -0.0463 -0.0241 -0.14
C -1.1658 -0.2855 0.5251 -0.0854 0.1507 -0.0087 0.00
N -0.4653 -1.4269 0.7885 -0.0078 -0.1078 0.0463 -0.04
C -1.1367 -2.5784 0.9163 -0.0398 -0.0106 0.0017 0.03
C -2.5203 -2.6439 0.7990 0.0057 -0.0089 0.0020 -0.01
C -3.2416 -1.4950 0.5536 -0.0122 -0.0320 0.0096 0.04
C -2.5616 -0.2761 0.4125 0.1471 0.0525 -0.0032 0.00
H -11.3408 5.5412 -0.8651 0.0017 0.0084 -0.0024 0.00
H -10.7551 4.3647 0.3306 0.0105 -0.0026 -0.0031 0.00
H -10.7430 3.9603 -1.4143 0.0076 0.0002 0.0044 0.00
H -7.0552 6.3775 -1.0522 -0.0029 0.0015 0.0005 0.00
H -4.9196 5.2274 -0.7896 0.0038 -0.0204 0.0097 0.00
H -7.0220 1.5708 0.0733 0.0100 -0.0139 0.0033 0.00
H -9.1562 2.7305 -0.2003 0.0082 0.0207 -0.0051 0.00
H -3.1685 4.1286 -0.2300 0.0069 0.0022 0.0020 0.00
H -0.5496 4.2588 -0.0776 0.0063 -0.0035 0.0026 0.00
H 1.8860 3.9342 0.1502 0.0011 -0.0093 0.0004 0.00
H 2.8053 1.6652 0.5120 -0.0002 0.0024 -0.0012 0.00
H -0.5545 -3.4650 1.1256 -0.0692 0.0154 0.0205 0.01
H -3.0107 -3.5998 0.9150 0.0078 0.0050 0.0018 0.00
H -4.3212 -1.5087 0.4694 0.0043 -0.0017 0.0006 0.00
C 5.8761 -0.7681 -3.6767 0.0263 -0.0351 -0.0442 0.00
N 4.5288 -1.0725 -3.0988 0.0549 -0.0437 0.0023 0.00
C 3.7694 0.1855 -2.8482 -0.0001 0.0448 0.0098 0.00
C 4.5796 -1.9735 -1.8654 0.0404 0.0011 -0.0105 -0.02
C 5.3331 -1.3627 -0.7282 0.0478 0.1464 0.0693 -0.02
C 6.6657 -1.5231 -0.6136 -0.1030 -0.0158 -0.1120 0.00
C 7.4695 -0.9110 0.4230 0.0457 0.0434 0.1326 0.00
C 6.9198 -0.1274 1.3588 0.0272 -0.0440 -0.0424 0.00
C 5.4827 0.1674 1.3212 0.0092 -0.0324 -0.0159 0.02
C 4.6670 -0.4789 0.2650 0.0795 0.0569 0.1108 0.00
H 5.7334 -0.2038 -4.5949 -0.0113 0.0005 -0.0004 0.00
H 6.3908 -1.7009 -3.8944 -0.0050 -0.0033 0.0138 0.00
H 6.4389 -0.1766 -2.9617 -0.0027 0.0081 0.0133 0.00
H 4.0297 -1.6069 -3.8116 -0.0681 0.0070 0.0263 0.00
H 4.3697 0.8274 -2.2068 -0.0009 -0.0113 0.0293 0.00
H 2.8249 -0.0599 -2.3669 -0.0134 -0.0040 -0.0138 0.00
H 3.5826 0.6821 -3.7970 0.0270 0.0003 -0.0028 0.00
H 5.0446 -2.9023 -2.1924 0.0235 0.0106 -0.0018 0.00
H 3.5407 -2.1779 -1.6109 0.0119 -0.0107 -0.0288 0.01
H 7.1809 -2.1599 -1.3256 -0.0191 -0.0046 0.0126 0.00
H 8.5236 -1.1504 0.4554 -0.0029 0.0179 0.0062 0.00
H 7.4964 0.2364 2.1989 0.0086 0.0320 -0.0256 0.00
H 4.9900 0.4341 2.2490 -0.0015 -0.0212 0.0001 0.00
O 3.3523 -0.7848 0.5970 -0.0587 -0.1164 -0.2554 0.28
O 4.9316 0.8960 0.1841 -0.0050 -0.0843 0.0009 0.01
```
Forces are in eV/Å.